{
  "formula": "C4H9NO2",
  "method": "ωB97M-V/def2-TZVPD",
  "lumo_energy_ev": -0.17,
  "symbols": ["C", "N", "C", "C", "C", "O", "O", "H", "H", "H", "H", "H", "H", "H", "H", "H"],
  "coordinates": [[-1.2519, -2.1506, 0.5864], [-1.8420, -0.9803, -0.0856], [1.2171, 3.3502, 1.3366], [-1.0395, -0.1382, -0.5972], [0.4834, -0.1743, -0.5816], [0.9807, -1.3009, -1.0152], [1.0194, 0.8768, -0.2835], [-0.4845, -1.9595, 1.3606], [-2.0710, -2.6305, 1.1280], [-0.9897, -2.8775, -0.1795], [1.7959, 2.7116, 2.0065], [0.7876, 4.1566, 1.9381], [0.4764, 2.8568, 0.7174], [1.9460, 3.7475, 0.6208], [-1.4578, 0.6451, -1.2261], [0.6954, -1.2683, 0.1062]]
}

{
  "formula": "C4H9NO2",
  "method": "ωB97M-V/def2-TZVPD",
  "lumo_energy_ev": 0.67,
  "smiles": "CCC(=O)NCO",
  "symbols": ["O", "C", "N", "C", "O", "C", "C", "H", "H", "H", "H", "H", "H", "H", "H", "H"],
  "coordinates": [[1.6034, -0.9609, 0.9940], [0.9397, -0.2999, 0.2335], [-0.0002, -0.8617, -0.6031], [-1.2126, -0.1403, -0.9444], [-2.3616, -0.9990, -0.8723], [1.0549, 1.1718, 0.0242], [0.4641, 1.8255, 1.3181], [-0.0123, -1.7831, -0.7986], [-1.4404, 0.6241, -0.2355], [-1.1010, 0.2342, -1.9592], [-2.4985, -1.5137, -1.6438], [2.1467, 1.6122, 0.0016], [0.6941, 1.6293, -0.9490], [0.8210, 1.1808, 2.2753], [0.6576, 2.7887, 1.4013], [-0.6758, 1.5958, 1.3672]]
}

How do the records compare in gap between HOMO and LUMO? In the order shown, they have 9.88 10.36 eV.
How do the records compare in energy relative to the best compared isomer or geometry (same formula, charge and spin)? In the order shown, they have 4.7162 2.2373 eV.
How do the records compare in highest occupied orbital energy? In the order shown, they have -10.1 -9.7 eV.